(1)
Below is a gas-phase ion, C7H12N3S (charge +1), with properties calculated with wB97M-V/def2-TZVPD.

```
23
Properties=species:S:1:pos:R:3:lowdin_charge:R:1
C 1.839 -2.590 2.330 -0.03
C 1.836 -1.228 2.392 -0.12
C 0.908 -1.790 0.578 -0.15
C -2.076 1.380 -1.442 -0.15
C -0.825 1.592 -2.224 -0.15
C -1.657 1.142 0.016 -0.18
C 0.350 1.385 -1.273 -0.22
N 1.214 -2.932 1.162 0.12
N 1.196 -0.755 1.316 -0.28
N -0.223 1.181 0.016 -0.53
S 0.739 1.037 1.273 1.13
H 2.307 -3.413 2.906 0.15
H 2.131 -0.534 3.205 0.14
H 0.213 -1.716 -0.348 0.19
H -2.709 2.260 -1.464 0.12
H -2.602 0.567 -1.898 0.11
H -0.707 0.809 -3.034 0.14
H -0.724 2.504 -2.724 0.10
H -2.214 1.905 0.611 0.14
H -1.998 0.169 0.270 0.10
H 1.023 0.570 -1.520 0.11
H 1.031 2.296 -1.113 0.14
H 0.946 -3.841 0.965 0.15
```

As for the spin multiplicity: 3. The value obtained for the HOMO energy (spin up / spin down) is -9.483 / -13.125 eV. Its charge is +1. The expectation value of S² is 2.005. The value obtained for the total energy is -835.9558 Ha. The value obtained for the LUMO energy (spin up / spin down) is -0.0945 / -0.2440 Eh. The relative energy (zero: lowest compared OMol25 entry of this formula, charge and spin) comes out at 0.243 eV.

(2)
Below is 2 unconnected molecules or ions with the total composition C4H9NO4, with properties calculated with wB97M-V/def2-TZVPD.

```
18
Properties=species:S:1:pos:R:3:lowdin_charge:R:1
C 1.052 -2.040 -0.600 -0.06
O -0.105 -1.370 -1.093 -0.04
C -1.129 -1.199 -0.174 -0.60
O -1.023 -1.255 1.037 0.09
O -2.314 -1.255 -0.808 0.14
H 0.913 -2.654 0.293 0.10
H 1.813 -1.286 -0.390 0.08
H 1.416 -2.688 -1.401 0.09
H -2.952 -1.008 -0.111 0.14
C 1.364 1.233 0.916 0.02
C 0.842 1.431 -0.298 -0.17
O -0.555 1.350 -0.676 -0.21
N -1.463 1.910 0.299 0.06
H 0.840 0.643 1.660 0.06
H 2.361 1.582 1.159 0.06
H 1.378 1.938 -1.089 0.11
H -1.024 1.769 1.208 0.06
H -1.414 2.902 0.068 0.08
```

As for the spin multiplicity: 1. The value obtained for the HOMO energy is -9.654 eV. The value obtained for the total energy is -513.4294 Ha. As for the SMILES: COC(=O)O.C=CON. The value obtained for the LUMO energy is 0.0336 Eh. The relative energy (zero: lowest compared OMol25 entry of this formula, charge and spin) comes out at 4.031 eV.

(3)
Below is 2 unconnected molecules or ions with the total composition C8H12N2O, with properties calculated with wB97M-V/def2-TZVPD.

```
23
Properties=species:S:1:pos:R:3:lowdin_charge:R:1
C -0.552 -2.485 -2.618 -0.08
N -0.688 -1.208 -1.916 -0.01
C -0.490 0.006 -2.525 -0.53
C -0.571 1.186 -1.557 -0.02
O -0.342 0.123 -3.735 0.02
H -0.353 -2.202 -3.690 0.09
H 0.373 -3.040 -2.264 0.09
H -1.433 -3.160 -2.571 0.08
H -0.726 -1.181 -0.925 0.10
H -0.701 0.826 -0.545 0.00
H -1.529 1.676 -1.789 0.09
H 0.305 1.816 -1.627 0.09
C 0.894 0.475 3.470 -0.10
C 1.638 -0.011 2.469 -0.08
C 1.222 0.135 1.118 -0.11
N 0.244 0.975 0.815 -0.02
C -0.449 1.522 1.815 -0.13
C -0.175 1.288 3.150 -0.06
H 1.171 0.319 4.489 0.11
H 2.532 -0.636 2.706 0.12
H 1.853 -0.316 0.301 0.13
H -1.314 2.153 1.589 0.12
H -0.908 1.740 3.840 0.12
```

As for the spin multiplicity: 1. The value obtained for the HOMO energy is -8.825 eV. The value obtained for the total energy is -496.7465 Ha. As for the SMILES: CNC(C)=O.c1ccncc1. The value obtained for the LUMO energy is 0.0224 Eh. The relative energy (zero: lowest compared OMol25 entry of this formula, charge and spin) comes out at 1.254 eV.

(4)
Below is 15 unconnected molecules or ions with the total composition C2H36NO15, with properties calculated with wB97M-V/def2-TZVPD.

```
54
Properties=species:S:1:pos:R:3:lowdin_charge:R:1
C -0.392 0.647 0.671 -0.20
O -1.297 1.771 0.943 -0.19
C 1.035 0.822 1.303 -0.21
N 1.698 1.857 0.464 0.15
H -0.440 0.407 -0.408 0.10
H -0.962 0.054 1.447 0.11
H -0.868 2.695 0.754 0.09
H 0.716 0.936 2.481 0.14
H 1.585 -0.122 1.290 0.09
H 1.268 2.869 0.632 0.18
H 1.800 1.560 -0.426 0.03
H 2.729 1.914 0.782 0.13
H -4.957 -1.471 -1.575 0.10
H -4.134 -1.540 -0.410 -0.01
O -3.992 -1.546 -1.334 -0.06
H -3.650 1.712 2.422 0.11
H -2.151 1.518 2.458 0.06
O -2.978 0.904 2.525 -0.18
H 0.708 1.513 -2.883 0.03
H -0.814 1.545 -2.407 0.03
O 0.125 1.824 -2.215 -0.06
H 3.967 -2.719 2.037 0.03
H 2.935 -2.571 3.308 0.00
O 3.381 -2.138 2.565 -0.14
H -4.792 0.508 1.224 0.08
H -3.849 -0.655 1.705 0.02
O -4.675 -0.505 1.230 -0.10
H 3.568 0.323 1.877 0.04
H 5.063 0.311 1.245 0.07
O 4.202 0.774 1.259 -0.13
H 1.183 -4.207 -0.006 0.06
H 1.938 -3.708 0.891 -0.06
O 2.060 -3.793 0.013 -0.04
H -3.330 1.577 -2.498 0.13
H -3.133 0.252 -1.648 0.01
O -2.620 1.038 -1.932 -0.11
H -0.758 -1.121 -4.700 0.01
H -0.987 -0.287 -3.357 -0.05
O -0.495 -0.619 -4.007 0.06
H -2.496 -2.779 -1.246 -0.04
H -1.337 -3.263 -2.110 0.00
O -1.697 -3.263 -1.250 -0.03
H 0.093 3.627 -1.179 0.03
H -0.717 4.707 -0.448 0.09
O -0.001 4.044 -0.310 -0.08
H 1.279 -1.488 -2.886 -0.05
H 1.891 -2.125 -1.544 0.02
O 1.792 -1.382 -2.149 -0.02
H 3.902 0.760 -0.495 -0.03
H 3.524 0.189 -1.808 0.02
O 3.535 1.015 -1.339 -0.06
H 1.141 -0.627 4.124 0.03
H -0.201 -1.093 3.609 0.03
O 0.603 -0.650 3.311 -0.20
```

As for the spin multiplicity: 2. The value obtained for the HOMO energy (spin up / spin down) is -2.283 / -10.538 eV. The expectation value of S² is 0.750. The value obtained for the total energy is -1280.8992 Ha. The value obtained for the LUMO energy (spin up / spin down) is -0.0089 / -0.0114 Eh.

(5)
Below is 4 unconnected molecules or ions with the total composition C2H11NO4, with properties calculated with wB97M-V/def2-TZVPD.

```
18
Properties=species:S:1:pos:R:3:lowdin_charge:R:1
C 1.829 -0.024 0.096 -0.01
C 1.247 -1.395 0.444 -0.59
N 2.169 -2.397 0.413 0.14
O 0.050 -1.566 0.503 0.03
H 2.209 0.465 0.992 0.08
H 2.667 -0.140 -0.589 0.07
H 1.055 0.602 -0.337 0.08
H 3.144 -2.199 0.560 0.10
H 1.951 -3.383 0.345 0.09
O -2.350 3.954 2.681 -0.06
H -2.011 4.261 3.523 0.03
H -1.663 3.806 2.019 0.04
O 0.083 -4.349 -0.424 -0.06
H 0.082 -3.806 -1.222 0.04
H -0.734 -4.116 0.028 0.04
O -3.110 3.787 -2.939 -0.06
H -2.684 3.100 -3.467 0.03
H -3.933 3.400 -2.625 0.03
```

As for the spin multiplicity: 1. The value obtained for the HOMO energy is -9.774 eV. The value obtained for the total energy is -438.5226 Ha. As for the SMILES: CC(N)=O.O.O.O. The value obtained for the LUMO energy is 0.0212 Eh. The relative energy (zero: lowest compared OMol25 entry of this formula, charge and spin) comes out at 0.948 eV.

(6)
Below is 4 unconnected molecules or ions with the total composition C11H31BFN2O5S4, with properties calculated with wB97M-V/def2-TZVPD.

```
55
Properties=species:S:1:pos:R:3:lowdin_charge:R:1
C 2.080 0.686 -1.171 -0.11
C 0.970 1.642 -0.699 -0.25
C 0.172 2.212 -1.855 -0.28
N -0.738 1.205 -2.397 -0.02
B -1.936 0.854 -1.526 -0.65
C -3.339 1.679 -1.851 -0.15
C -4.077 2.026 -0.603 -0.31
N -5.035 1.368 -0.091 0.06
S -2.251 -1.056 -1.760 0.67
O -1.040 -1.823 -1.856 -0.35
O -3.255 -1.581 -0.872 -0.35
F -2.924 -1.203 -3.237 -0.25
H 1.961 -0.283 -0.695 0.05
H 3.060 1.041 -0.857 0.05
H 2.068 0.557 -2.249 0.06
H 1.398 2.466 -0.126 0.09
H 0.321 1.113 -0.012 0.08
H 0.885 2.472 -2.645 0.10
H -0.321 3.154 -1.574 0.09
H -1.075 1.528 -3.294 0.08
H -1.679 0.889 -0.353 0.09
H -3.135 2.577 -2.435 0.09
H -4.013 1.050 -2.438 0.08
H -3.779 2.918 -0.059 0.07
H -5.227 0.537 -0.651 0.03
C 3.451 -3.027 1.809 -0.29
S 4.492 -1.589 2.089 0.79
O 3.766 -0.437 1.510 -0.55
C 5.763 -2.045 0.899 -0.28
H 2.564 -2.914 2.427 0.05
H 3.156 -3.067 0.761 0.03
H 3.991 -3.930 2.098 0.05
H 5.307 -2.160 -0.084 0.06
H 6.242 -2.972 1.215 0.05
H 6.495 -1.241 0.876 0.04
C -0.325 4.714 2.935 -0.27
S -1.856 4.235 2.117 0.81
O -1.490 3.305 1.033 -0.52
C -2.155 5.836 1.347 -0.27
H 0.062 3.832 3.440 0.05
H 0.393 5.055 2.189 0.06
H -0.532 5.498 3.664 0.05
H -1.308 6.095 0.712 0.06
H -2.306 6.591 2.120 0.05
H -3.055 5.742 0.743 0.05
C -0.603 -5.011 -1.107 -0.26
S 0.081 -4.401 0.428 0.84
O 1.546 -4.237 0.222 -0.57
C -0.113 -5.923 1.375 -0.28
H -0.543 -4.189 -1.819 0.03
H -0.022 -5.869 -1.449 0.05
H -1.648 -5.278 -0.951 0.06
H 0.443 -6.728 0.894 0.05
H -1.172 -6.172 1.443 0.05
H 0.286 -5.742 2.371 0.04
```

As for the spin multiplicity: 1. The value obtained for the HOMO energy is -4.428 eV. Its charge is -1. The value obtained for the total energy is -2640.8875 Ha. The value obtained for the LUMO energy is 0.0876 Eh. The relative energy (zero: lowest compared OMol25 entry of this formula, charge and spin) comes out at 0.000 eV.